(1)
Molecular formula: H31O16
Method: DFT, the ωB97M-V functional and the def2-TZVPD basis

Last column: natural (NBO) charge in e.
Positions of all 47 atoms, in Å:
O1 4.05246 1.80583 0.37783  -0.944
H1 -0.18865 -1.99796 0.08757  0.500
H2 -1.83886 1.97844 2.73341  0.468
O2 0.81850 -2.22680 -3.55343  -0.972
H3 3.30420 1.63817 0.84019  0.474
H4 4.26376 1.49141 -0.36284  0.471
O3 2.56203 -1.40805 -1.79639  -1.106
H5 1.04247 -3.17177 -3.66575  0.449
H6 -2.83028 1.12766 1.97017  0.480
O4 -1.97967 1.48475 1.85533  -0.956
H7 -4.36892 1.64815 -3.04502  0.460
H8 1.27987 -2.02789 -2.71810  0.485
O5 -4.03559 2.30971 -3.64241  -0.931
H9 -1.27577 0.97785 -0.23636  0.460
H10 -3.38810 -0.49684 4.69022  0.478
O6 5.03838 -0.05281 -1.92244  -1.015
H11 3.90480 0.14076 -1.79686  0.512
H12 5.11810 -1.00936 -2.20473  0.474
O7 -4.47530 2.11662 2.49195  -0.978
H13 -4.41454 1.89529 3.52638  0.501
H14 -5.01545 1.55052 1.94735  0.485
O8 0.34002 3.11206 -3.25393  -0.941
H15 0.43287 2.16986 -3.00237  0.485
H16 1.55735 -1.17272 -1.16344  0.477
O9 -1.86100 -1.41335 -2.33955  -0.951
H17 -1.92008 -0.78869 -1.60767  0.463
O10 -1.40473 1.20616 -1.09980  -0.963
H18 -3.54746 2.79881 -2.97886  0.471
H19 -0.58877 0.57180 -1.26816  0.490
O11 -1.02138 -1.71404 4.23392  -0.980
H20 2.89793 -2.01156 -1.24121  0.445
H21 -0.78792 -1.43182 3.35134  0.506
O12 -3.18914 -0.31505 3.83790  -0.999
H22 1.65914 0.59709 -0.82638  0.467
H23 -3.05414 -1.04718 3.07513  0.523
O13 0.49927 -1.04000 -0.63657  -1.071
H24 0.71561 -0.58988 0.23169  0.461
H25 2.40031 -0.65885 4.29895  0.472
O14 -0.31970 -2.78126 0.85255  -1.064
H26 3.49106 -0.90456 3.22233  0.473
H27 0.47383 -3.26034 0.94028  0.444
O15 2.77924 -0.49191 3.50418  -0.945
H28 -0.98572 -1.72241 -2.11605  0.477
H29 0.57711 3.49038 -2.48624  0.453
O16 1.68365 1.05366 -1.62444  -0.961
H30 -0.30103 -1.88474 4.86105  0.472
H31 1.90028 0.45488 -2.34073  0.499

As for the net charge: -1. Its relative energy (zero: lowest compared OMol25 entry of this formula, charge and spin) is 177.4 kcal/mol. Its spin multiplicity is 1. For the lowest unoccupied orbital energy, the calculation gives 1.99 eV. Its HOMO energy is -7.186 eV.


(2)
Molecular formula: C10H15N5O4
Method: DFT, the ωB97M-V functional and the def2-TZVPD basis

Last column: natural (NBO) charge in e.
Positions of all 34 atoms, in Å:
C1 2.27250 0.45347 1.53144  -0.142
C2 0.86003 1.30609 1.47886  0.682
C3 2.94504 0.17483 0.25407  -0.473
C4 2.06939 -0.69121 -0.48243  0.067
C5 1.16839 -0.66880 -1.52680  -0.056
C6 1.41047 -2.79179 -0.99703  0.138
C7 -1.16684 0.95456 0.19805  -0.204
C8 -2.17831 2.00611 0.63800  0.819
C9 -1.94336 -0.34019 -0.09195  -0.476
C10 -2.77186 -0.40959 -1.35535  0.646
H1 2.89312 -1.77386 1.99875  0.429
H2 1.69279 -0.28100 3.53227  0.353
H3 2.96368 1.21913 2.11612  0.217
H4 3.87109 -0.43726 0.35567  0.248
H5 3.29753 1.08416 -0.29477  0.246
H6 0.71657 0.09190 -2.04776  0.203
H7 1.28957 -3.84419 -1.04515  0.213
H8 -0.10329 -1.94623 -2.52463  0.455
H9 -0.16187 -1.04930 0.65096  0.440
H10 -0.58816 1.23149 -0.79092  0.212
H11 -2.37079 -0.58822 0.95628  0.281
H12 -1.12541 -1.18407 -0.47205  0.238
H13 -3.97966 0.15778 -2.56638  0.419
H14 -4.48355 0.93474 -0.81179  0.472
H15 -0.73331 3.68230 0.37234  0.542
N1 1.92321 -0.83923 2.15232  -0.856
N2 2.21559 -2.05876 -0.19511  -0.457
N3 0.59657 -1.84045 -1.80292  -0.551
N4 -0.30213 0.51665 1.28036  -0.629
N5 -3.92859 0.16812 -1.47587  -0.821
O1 1.03521 2.70080 1.57365  -0.672
O2 -3.32540 1.70506 1.07986  -0.591
O3 -2.27260 -1.05424 -2.23595  -0.668
O4 -1.78561 3.41118 0.54788  -0.725

Its relative energy (zero: lowest compared OMol25 entry of this formula, charge and spin) is 306.5 kcal/mol. Its spin multiplicity is 1. For the lowest unoccupied orbital energy, the calculation gives -0.58 eV. Its HOMO energy is -8.904 eV.


(3)
Molecular formula: C10H12N2O7P2S
Method: DFT, the ωB97M-V functional and the def2-TZVPD basis

Last column: natural (NBO) charge in e.
Positions of all 34 atoms, in Å:
N1 -3.20991 -2.38600 1.28475  -0.321
C1 -1.93071 -2.43840 0.97657  0.502
O1 -0.52380 -1.94217 0.81451  -0.486
C2 -0.41576 -1.15834 -0.45477  0.316
P1 1.37780 -0.82700 -1.01607  0.167
P2 2.85617 -1.95023 0.12232  1.931
O2 2.38135 -2.45134 1.54379  -1.017
O3 3.52734 -3.20490 -0.89959  -0.950
O4 4.19406 -0.82396 0.43561  -0.958
O5 -1.13568 -1.98433 -1.47224  -0.654
S1 -1.08845 -1.25386 -3.01067  2.078
O6 0.08164 -1.76260 -3.92451  -0.834
O7 -2.40323 -1.72042 -3.74989  -0.856
C3 -1.13853 0.61816 -3.00835  -0.646
C4 -1.02846 1.31743 -1.52988  -0.426
C5 -1.21731 0.25770 -0.26548  -0.347
C6 -0.85834 1.09337 1.09518  0.000
C7 0.46850 0.85334 2.06000  -0.275
C8 0.86209 1.70594 3.38938  0.025
N2 -0.00136 2.83677 3.83351  -0.427
C9 -1.22453 3.08273 3.01843  0.018
C10 -1.78917 2.35859 1.67366  -0.272
H1 1.62275 0.57252 -0.65740  0.078
H2 3.82096 -3.92004 -0.25301  0.519
H3 4.97659 -1.04758 -0.14859  0.506
H4 -2.07756 1.09013 -3.54220  0.303
H5 -0.18257 0.97851 -3.62587  0.290
H6 -1.90544 2.11544 -1.39383  0.252
H7 -0.02275 1.88528 -1.32387  0.238
H8 -2.39007 0.03845 -0.22278  0.285
H9 1.20746 -0.02765 1.75448  0.240
H10 1.86578 1.43123 3.96923  0.248
H11 -1.91860 3.97088 3.41855  0.224
H12 -2.78025 2.69234 1.10902  0.246

Its spin multiplicity is 1. The structure (SMILES) is N#CO[C@@]1(PP(=O)(O)O)OS(=O)(=O)CC[C@@H]1c1ccncc1. For the lowest unoccupied orbital energy, the calculation gives -0.72 eV. Its HOMO energy is -9.315 eV.


(4)
Molecular formula: H7N3P2
Method: DFT, the ωB97M-V functional and the def2-TZVPD basis

Last column: natural (NBO) charge in e.
Positions of all 12 atoms, in Å:
N1 -0.24021 1.51534 0.68736  -1.006
N2 0.33327 -0.57042 0.86124  -0.354
N3 1.24232 -0.89581 -0.08549  -0.644
P1 1.03368 -0.70383 -1.77882  0.534
P2 -1.58874 0.72133 0.52778  1.051
H1 0.68521 -0.39618 1.77118  0.376
H2 2.20658 -0.64535 0.09715  0.361
H3 2.27485 -0.54406 -2.02284  -0.069
H4 0.73752 0.64036 -1.58447  -0.008
H5 -2.04355 -0.05231 1.59082  -0.103
H6 -1.80170 -0.42590 -0.44600  -0.081
H7 -2.83921 1.35685 0.38210  -0.058

Its relative energy (zero: lowest compared OMol25 entry of this formula, charge and spin) is 147.8 kcal/mol. Its spin multiplicity is 1. For the lowest unoccupied orbital energy (alpha / beta), the calculation gives -0.14 / -0.14 eV. Its HOMO energy (alpha / beta) is -8.272 / -8.270 eV.


(5)
Molecular formula: H24O12
Method: DFT, the ωB97M-V functional and the def2-TZVPD basis

Last column: natural (NBO) charge in e.
Positions of all 36 atoms, in Å:
O1 -2.17877 0.96324 -0.35338  -1.018
H1 -1.23935 0.80039 -0.26863  0.439
H2 -2.45147 1.25371 0.51696  0.494
O2 -0.64971 -0.34183 2.65681  -0.928
H3 -0.55654 -1.15740 2.16446  0.456
H4 -1.35705 -0.51586 3.27779  0.481
O3 1.75059 1.49712 1.02317  -0.892
H5 1.60364 2.44159 1.07430  0.482
H6 2.00877 1.24606 1.91004  0.528
O4 -1.62871 1.23849 1.77735  -0.995
H7 -0.99605 0.57532 2.05333  0.449
H8 -1.11553 2.04293 1.70155  0.430
O5 1.19941 1.84874 -0.96532  -0.957
H9 1.50704 1.87464 -0.05927  0.456
H10 1.41758 2.71160 -1.31760  0.484
O6 -1.02536 -1.95257 1.43611  -0.902
H11 -1.19798 -1.78768 0.50916  0.514
H12 -0.40175 -2.67875 1.43861  0.471
O7 1.33657 -2.40550 -1.01185  -0.940
H13 1.21149 -1.46515 -1.13964  0.511
H14 0.57368 -2.80770 -1.42715  0.486
O8 -1.44626 -1.11614 -0.99118  -1.021
H15 -0.59793 -1.06143 -1.43115  0.453
H16 -1.46358 -0.35724 -0.40809  0.471
O9 0.52855 -0.66758 -2.11109  -0.931
H17 0.40420 0.27143 -2.24902  0.482
H18 0.60371 -1.03183 -2.99308  0.481
O10 -0.19013 1.28372 -2.75447  -0.925
H19 -1.13666 1.23974 -2.61889  0.512
H20 0.13905 1.76419 -1.99487  0.485
O11 -0.15376 0.12046 0.03972  -1.003
H21 0.41130 0.86963 -0.14913  0.476
H22 0.37926 -0.44813 0.59543  0.477
O12 1.45031 -1.05588 0.59832  -0.942
H23 1.90740 -1.33768 1.39071  0.469
H24 1.35407 -1.85472 0.07983  0.467

Its relative energy (zero: lowest compared OMol25 entry of this formula, charge and spin) is 360.5 kcal/mol. Its spin multiplicity is 1. For the lowest unoccupied orbital energy, the calculation gives -0.35 eV. Its HOMO energy is -8.447 eV.


(6)
Molecular formula: C38H38GeN5O12SSbW
Method: DFT, the ωB97M-V functional and the def2-TZVPD basis

Last column: Löwdin charge in e.
Positions of all 97 atoms, in Å:
W1 0.01127 -0.56284 0.85564  1.921
O1 3.96777 -0.44192 0.00083  0.155
C1 2.73166 -0.97604 0.18560  -0.611
O2 1.81170 -0.12985 0.69875  -0.206
C2 2.20392 -1.47183 -1.19010  -0.009
O3 0.80781 -1.75047 -0.98432  -0.225
C3 0.51210 -3.16037 -0.81069  -0.024
C4 -0.88949 -3.22962 -0.16073  -0.542
O4 -1.57401 -4.20586 -0.18193  0.176
O5 -1.25363 -2.06343 0.35387  -0.322
H1 4.42487 -0.25769 0.83399  0.146
H2 2.75582 -2.34605 -1.53662  0.166
H3 2.28836 -0.65045 -1.91067  0.147
H4 1.23519 -3.65884 -0.14793  0.154
H5 0.50137 -3.66129 -1.78738  0.155
N1 1.08494 6.26941 -2.97089  0.120
C5 0.67598 5.65659 -1.85815  -0.826
S1 -0.33195 6.34500 -0.74985  0.745
C6 0.95182 4.23838 -1.60771  -0.241
C7 1.26606 3.81814 -0.31051  -0.021
C8 1.21841 2.48082 -0.00152  -0.121
N2 0.87407 1.51915 -0.88457  0.002
C9 0.69826 1.92105 -2.14810  -0.134
C10 0.73333 3.23905 -2.56059  0.016
H6 0.84197 7.24191 -3.09837  0.116
H7 1.79384 5.87757 -3.57054  0.122
H8 1.51785 4.54960 0.43958  0.115
H9 1.47054 2.14197 1.00257  0.104
H10 0.48908 1.13691 -2.86655  0.105
H11 0.53992 3.48741 -3.59104  0.125
C11 -1.30917 -3.71884 -4.58337  -0.046
C12 -2.45764 -4.02003 -3.86963  -0.039
C13 -2.87069 -3.20383 -2.82933  -0.094
C14 -2.11980 -2.08409 -2.50364  -0.318
C15 -0.98539 -1.75775 -3.23513  -0.132
C16 -0.57165 -2.58875 -4.26546  -0.062
Sb1 -2.90022 -0.66801 -1.09619  1.718
C17 -4.68840 -1.50952 -0.15849  -0.298
C18 -5.84626 -0.73593 -0.22178  -0.149
C19 -7.03240 -1.23770 0.29028  -0.050
C20 -7.06751 -2.49942 0.86674  -0.041
C21 -5.91114 -3.25868 0.93264  -0.049
C22 -4.71559 -2.77719 0.41362  -0.113
C23 -3.61539 0.53244 -2.72271  -0.317
C24 -2.82251 1.53630 -3.26319  -0.121
C25 -3.19716 2.14555 -4.44942  -0.063
C26 -4.35518 1.75377 -5.09850  -0.050
C27 -5.13460 0.73610 -4.57224  -0.049
C28 -4.75902 0.12367 -3.39069  -0.118
H12 -0.99121 -4.36015 -5.39058  0.118
H13 -3.03611 -4.89250 -4.12061  0.119
H14 -3.77892 -3.42444 -2.28474  0.107
H15 -0.43101 -0.85011 -3.00000  0.086
H16 0.31961 -2.35344 -4.82920  0.115
H17 -5.81821 0.25056 -0.66910  0.102
H18 -7.92802 -0.63640 0.23692  0.120
H19 -7.99519 -2.89017 1.25685  0.120
H20 -5.93311 -4.24086 1.37840  0.119
H21 -3.83428 -3.40605 0.44883  0.092
H22 -1.91401 1.85600 -2.75930  0.067
H23 -2.57966 2.92004 -4.87610  0.110
H24 -4.64466 2.22664 -6.02242  0.117
H25 -6.02534 0.41330 -5.08876  0.118
H26 -5.35214 -0.67910 -2.98194  0.098
O6 5.47296 -1.20189 5.48278  0.119
N3 4.57085 -0.56861 5.96643  -0.357
O7 4.54498 -0.04519 7.04643  0.138
C29 3.37311 -0.42010 5.12995  -0.090
C30 3.27100 -1.19581 3.98489  0.117
C31 2.17258 -1.05536 3.14710  -0.104
C32 1.20851 -0.05369 3.42684  -0.159
O8 0.29354 0.30078 2.51736  -0.300
C33 1.26042 0.57774 4.68727  -0.029
C34 2.34967 0.42674 5.52881  0.124
N4 0.11887 1.36520 5.09581  -0.321
O9 -0.96132 0.99780 4.66620  0.050
O10 0.29655 2.29990 5.82408  0.164
N5 1.94003 -2.05704 2.17356  -0.058
O11 2.79410 -2.12693 1.07220  0.065
O12 0.62068 -2.07730 1.72889  -0.233
H27 4.03861 -1.92661 3.76890  0.151
H28 2.39151 0.93807 6.48200  0.152
C35 -4.12601 1.05254 2.01100  -0.161
Ge1 -2.16481 0.70089 1.80379  0.750
C36 -1.45413 2.49981 2.32726  -0.165
C37 -2.10309 -1.06760 2.80676  -0.150
C38 -1.52333 0.56413 -0.09120  -0.550
H29 -4.21705 1.63809 2.92251  0.043
H30 -4.71922 0.15148 2.13556  0.022
H31 -4.55344 1.64580 1.20887  0.033
H32 -1.71166 2.71009 3.35973  0.030
H33 -1.95995 3.24869 1.71870  0.048
H34 -0.37889 2.58506 2.20172  0.004
H35 -2.41029 -0.80481 3.82043  0.057
H36 -1.15125 -1.61275 2.88552  0.021
H37 -2.86657 -1.74405 2.41023  0.041
H38 -1.62349 1.56299 -0.52812  0.024

As for the net charge: +2. Its relative energy (zero: lowest compared OMol25 entry of this formula, charge and spin) is 37.2 kcal/mol. Its spin multiplicity is 1. For the lowest unoccupied orbital energy, the calculation gives -7.97 eV. Its HOMO energy is -12.892 eV.